Model w:
{"formula": "C15H8Cl5CrIN2O5", "method": "the ωB97M-V functional and the def2-TZVPD basis", "species": ["Cr", "O", "C", "O", "C", "C", "C", "C", "C", "N", "C", "O", "O", "H", "H", "H", "H", "Cl", "C", "C", "C", "Cl", "C", "Cl", "C", "Cl", "C", "Cl", "N", "C", "O", "C", "I", "H", "H", "H", "H"], "xyz": [[-0.24746, 0.21130, 0.27907], [4.10163, 0.44557, -1.66791], [2.80297, 0.45779, -1.45091], [2.12098, -0.54303, -1.36814], [2.21709, 1.81905, -1.31587], [2.80358, 2.94403, -1.88566], [2.13810, 4.15998, -1.79508], [0.91878, 4.20908, -1.14003], [0.42098, 3.03394, -0.58915], [1.04819, 1.86566, -0.67056], [-0.94133, 2.96220, 0.08865], [-1.65780, 3.92528, 0.16696], [-1.18164, 1.76068, 0.48808], [4.44550, -0.45918, -1.77210], [3.74842, 2.84917, -2.39764], [2.55376, 5.04811, -2.24532], [0.34362, 5.11620, -1.03519], [-2.19090, 0.05917, -1.56666], [-2.82078, -0.73937, -0.16722], [-1.85286, -0.84154, 0.81547], [-2.23768, -1.38450, 2.02815], [-1.04346, -1.42217, 3.25141], [-3.53770, -1.83804, 2.24855], [-3.98042, -2.48867, 3.76674], [-4.48746, -1.72187, 1.22230], [-6.08517, -2.25425, 1.47550], [-4.13239, -1.15254, -0.01292], [-5.27660, -0.94258, -1.26279], [2.20136, -2.51597, 1.79534], [1.36776, -2.16394, 0.80414], [0.85048, -1.02708, 0.73988], [1.00586, -3.16270, -0.23725], [-0.70096, -4.29335, 0.51681], [2.34620, -1.88843, 2.57344], [2.48246, -3.47654, 1.90505], [1.78329, -3.89097, -0.44131], [0.67359, -2.66048, -1.14382]], "total_charge": 1, "spin_multiplicity": 2, "lumo_ev": [-4.553, -4.309]}

=====

Model x:
{"formula": "C15H8Cl5CrIN2O5", "method": "the ωB97M-V functional and the def2-TZVPD basis", "species": ["Cr", "O", "C", "O", "C", "C", "C", "C", "C", "N", "C", "O", "O", "H", "H", "H", "H", "Cl", "C", "C", "C", "Cl", "C", "Cl", "C", "Cl", "C", "Cl", "N", "C", "O", "C", "I", "H", "H", "H", "H"], "xyz": [[0.01808, -0.05742, -0.54250], [0.68806, -0.74207, 3.53254], [0.38390, -0.36791, 2.31482], [0.79547, -0.92486, 1.30188], [-0.52647, 0.79566, 2.19442], [-1.13304, 1.52767, 3.19368], [-2.02408, 2.52827, 2.80830], [-2.28698, 2.75058, 1.46216], [-1.63246, 1.96194, 0.53175], [-0.77349, 1.03232, 0.91130], [-1.79002, 1.98150, -0.97288], [-2.46086, 2.78375, -1.54570], [-1.08530, 0.99568, -1.54878], [1.24173, -1.53991, 3.50607], [-0.92960, 1.31596, 4.23362], [-2.52325, 3.12204, 3.56149], [-2.98724, 3.50306, 1.12714], [-2.76311, -1.54968, 1.49565], [-2.11632, -2.33188, 0.08727], [-1.08518, -1.73134, -0.61097], [-0.59830, -2.41644, -1.69818], [0.74390, -1.56370, -2.46008], [-1.06263, -3.63375, -2.15505], [-0.36665, -4.38735, -3.52528], [-2.11850, -4.20671, -1.44519], [-2.75942, -5.70883, -1.95419], [-2.64568, -3.55810, -0.32066], [-3.93566, -4.27885, 0.54781], [3.31068, 1.98416, -1.77446], [2.93144, 1.06523, -0.90821], [1.73648, 0.96460, -0.56529], [3.91766, 0.08366, -0.33788], [5.96940, 0.61346, -0.44031], [2.62035, 2.60679, -2.16614], [4.28631, 2.12255, -1.99070], [3.79984, -0.85642, -0.87623], [3.66587, -0.08606, 0.70358]], "total_charge": 1, "spin_multiplicity": 2, "lumo_ev": [-4.070, -4.014]}

=====

Stability check: which of them is least stable? model w.